Entry 1:
Entry from the Open Molecules 2025 dataset: a 9-piece molecular cluster, C52H40FNO18S overall (ωB97M-V/def2-TZVPD).

Element x y z (Å)
C -5.1070 -7.5296 1.0753
C -5.6055 -6.3506 1.5104
N -5.8452 -5.3305 0.5309
C -7.2082 -5.3660 -0.0548
C -8.3614 -5.2320 0.9369
S -5.4248 -3.8233 1.0263
O -5.9542 -3.4649 2.3005
O -5.6344 -2.8899 -0.0260
F -3.8822 -3.9462 1.1805
H -5.5404 -8.4760 1.3725
H -4.2312 -7.5126 0.4352
H -5.7917 -6.1631 2.5653
H -7.2584 -4.5787 -0.8009
H -7.3006 -6.3118 -0.5799
H -8.1752 -5.7056 1.8968
H -9.2220 -5.7414 0.5011
H -8.6750 -4.2020 1.0886
O 1.7091 -2.3267 1.1024
C 0.9047 -2.1224 0.2146
C 1.3602 -1.8288 -1.1647
C 0.4963 -1.5887 -2.1453
C -0.9700 -1.6115 -1.8987
O -1.7592 -1.3931 -2.7917
C -1.4251 -1.9098 -0.5168
C -0.5558 -2.1464 0.4650
H 2.4319 -1.8162 -1.3255
H 0.8181 -1.3646 -3.1553
H -2.4964 -1.9202 -0.3558
H -0.8704 -2.3620 1.4778
O -4.8459 -0.4748 7.4591
C -4.1508 -0.7958 6.5190
C -2.9912 0.0308 6.0994
C -2.2281 -0.3182 5.0656
C -2.5097 -1.5526 4.2922
O -1.8200 -1.8761 3.3485
C -3.6675 -2.3784 4.7085
C -4.4292 -2.0289 5.7410
H -2.8067 0.9263 6.6797
H -1.3805 0.2717 4.7429
H -3.8597 -3.2710 4.1275
H -5.2802 -2.6169 6.0601
O 7.0787 -1.2180 2.6817
C 6.4201 -0.5961 1.8739
C 6.9717 0.6072 1.2005
C 6.2527 1.2925 0.3159
C 4.8702 0.8804 -0.0340
O 4.2151 1.5025 -0.8453
C 4.3212 -0.3205 0.6402
C 5.0389 -1.0069 1.5241
H 7.9817 0.8887 1.4701
H 6.6349 2.1718 -0.1870
H 3.3126 -0.6045 0.3770
H 4.6512 -1.8860 2.0238
O 3.8052 3.7498 -5.7431
C 3.1917 2.7049 -5.6605
C 2.4751 2.1394 -6.8307
C 1.8013 0.9959 -6.7390
C 1.7399 0.2381 -5.4657
O 1.1262 -0.8067 -5.3846
C 2.4590 0.8065 -4.2949
C 3.1325 1.9493 -4.3849
H 2.5295 2.7069 -7.7518
H 1.2708 0.5670 -7.5794
H 2.4051 0.2441 -3.3718
H 3.6620 2.3773 -3.5422
O -1.8872 6.4003 2.9720
C -1.5560 5.2355 3.0218
C -0.4236 4.7943 3.8781
C -0.0599 3.5156 3.9334
C -0.7712 2.4798 3.1439
O -0.4458 1.3103 3.1955
C -1.8980 2.9202 2.2902
C -2.2646 4.1973 2.2322
H 0.0798 5.5663 4.4463
H 0.7612 3.1711 4.5497
H -2.4021 2.1481 1.7215
H -3.0875 4.5291 1.6122
O 7.5094 -6.0985 4.2274
C 8.5154 -5.4271 4.1428
C 9.8320 -5.9583 4.5791
C 10.9363 -5.2224 4.4889
C 10.8992 -3.8401 3.9471
O 11.9078 -3.1721 3.8644
C 9.5839 -3.3106 3.5117
C 8.4794 -4.0463 3.6015
H 9.8373 -6.9678 4.9702
H 11.9057 -5.5893 4.8015
H 9.5735 -2.3013 3.1209
H 7.5130 -3.6735 3.2884
O -4.6992 3.7294 0.4214
C -5.8238 3.5692 0.8517
C -6.1982 4.0150 2.2165
C -7.4296 3.8354 2.6858
C -8.4804 3.1832 1.8632
O -9.6019 3.0218 2.2902
C -8.1032 2.7382 0.4981
C -6.8715 2.9181 0.0294
H -5.4193 4.4891 2.8005
H -7.7247 4.1519 3.6780
H -8.8824 2.2644 -0.0849
H -6.5752 2.6015 -0.9624
O 4.2934 8.8216 -9.8359
C 3.6819 7.7791 -9.7508
C 2.9635 7.2117 -10.9206
C 2.2902 6.0685 -10.8284
C 2.2305 5.3125 -9.5532
O 1.6168 4.2677 -9.4718
C 2.9469 5.8776 -8.3839
C 3.6206 7.0211 -8.4765
H 3.0210 7.7791 -11.8407
H 1.7594 5.6376 -11.6678
H 2.8925 5.3103 -7.4627
H 4.1511 7.4503 -7.6363

Forces on atoms 1 to 3 (eV/Å):
C -0.04 0.67 0.14
C 0.17 -1.09 -0.18
N 1.67 0.80 0.93

Properties
Electronic energy (eV): -106458.906
Energy above the lowest of the compared OMol25 structures with the same formula, charge and spin (kcal per mole): 0.0
HOMO level (eV): -9.748
Orbital gap (eV): 8.05
SMILES: C=CN(CC)S(=O)(=O)F.O=C1C=CC(=O)C=C1.O=C1C=CC(=O)C=C1.O=C1C=CC(=O)C=C1.O=C1C=CC(=O)C=C1.O=C1C=CC(=O)C=C1.O=C1C=CC(=O)C=C1.O=C1C=CC(=O)C=C1.O=C1C=CC(=O)C=C1

These are the Löwdin partial charges, in e, on atoms 1 to 99: number 1, C, carries 0.0640; number 2, C, carries -0.2150; number 3, N, carries -0.2314; number 4, C, carries -0.2208; number 5, C, carries -0.0730; number 6, S, carries 0.5800; number 7, O, carries -0.2464; number 8, O, carries -0.2407; number 9, F, carries -0.1219; number 10, H, carries 0.0630; number 11, H, carries 0.0714; number 12, H, carries 0.1147; number 13, H, carries 0.1120; number 14, H, carries 0.1195; number 15, H, carries 0.0717; number 16, H, carries 0.0782; number 17, H, carries 0.0775; number 18, O, carries 0.0927; number 19, C, carries -0.3747; number 20, C, carries 0.0106; number 21, C, carries 0.0285; number 22, C, carries -0.3734; number 23, O, carries 0.1154; number 24, C, carries 0.0326; number 25, C, carries 0.0328; number 26, H, carries 0.1134; number 27, H, carries 0.0867; number 28, H, carries 0.1133; number 29, H, carries 0.0887; number 30, O, carries 0.1034; number 31, C, carries -0.3872; number 32, C, carries 0.0261; number 33, C, carries 0.0295; number 34, C, carries -0.3561; number 35, O, carries 0.1002; number 36, C, carries 0.0232; number 37, C, carries 0.0276; number 38, H, carries 0.1206; number 39, H, carries 0.0902; number 40, H, carries 0.1069; number 41, H, carries 0.1236; number 42, O, carries 0.0963; number 43, C, carries -0.3694; number 44, C, carries 0.0240; number 45, C, carries 0.0223; number 46, C, carries -0.3750; number 47, O, carries 0.0960; number 48, C, carries 0.0274; number 49, C, carries 0.0391; number 50, H, carries 0.1225; number 51, H, carries 0.1223; number 52, H, carries 0.0855; number 53, H, carries 0.1265; number 54, O, carries 0.0951; number 55, C, carries -0.3723; number 56, C, carries 0.0284; number 57, C, carries 0.0308; number 58, C, carries -0.3695; number 59, O, carries 0.0993; number 60, C, carries 0.0295; number 61, C, carries 0.0304; number 62, H, carries 0.0988; number 63, H, carries 0.1251; number 64, H, carries 0.1025; number 65, H, carries 0.1152; number 66, O, carries 0.1107; number 67, C, carries -0.3797; number 68, C, carries 0.0227; number 69, C, carries 0.0222; number 70, C, carries -0.3785; number 71, O, carries 0.0779; number 72, C, carries 0.0320; number 73, C, carries 0.0195; number 74, H, carries 0.1218; number 75, H, carries 0.1217; number 76, H, carries 0.1244; number 77, H, carries 0.0900; number 78, O, carries 0.1049; number 79, C, carries -0.3851; number 80, C, carries 0.0171; number 81, C, carries 0.0167; number 82, C, carries -0.3868; number 83, O, carries 0.1025; number 84, C, carries 0.0206; number 85, C, carries 0.0205; number 86, H, carries 0.1200; number 87, H, carries 0.1200; number 88, H, carries 0.1122; number 89, H, carries 0.1058; number 90, O, carries 0.0874; number 91, C, carries -0.3677; number 92, C, carries 0.0247; number 93, C, carries 0.0268; number 94, C, carries -0.3841; number 95, O, carries 0.1130; number 96, C, carries 0.0252; number 97, C, carries 0.0249; number 98, H, carries 0.1178; number 99, H, carries 0.1240


Entry 2:
Entry from the Open Molecules 2025 dataset: a 2-piece molecular cluster, C28H23F6Si overall (ωB97M-V/def2-TZVPD).

Element x y z (Å)
F 5.2315 0.8813 0.9923
C 5.2637 0.5976 2.3325
F 6.1837 -0.3974 2.4968
F 5.7597 1.7072 2.9677
C 3.9045 0.2280 2.8504
C 3.7437 -0.9286 3.6008
C 2.4651 -1.2764 4.0190
C 1.3596 -0.4591 3.7470
C 0.0130 -0.8224 4.3485
C -1.3002 -0.5398 3.6435
C -1.4483 0.0784 2.3975
C -2.7132 0.4636 1.9458
C -3.8333 0.1549 2.7057
C -5.1911 0.6176 2.2697
F -6.1712 -0.2732 2.6085
F -5.5287 1.8145 2.8523
F -5.2671 0.7948 0.9172
C -3.7253 -0.5572 3.8968
C -2.4604 -0.9231 4.3347
C 1.5654 0.7296 3.0431
C 2.8341 1.0727 2.5772
H 4.6074 -1.5344 3.8645
H 2.3364 -2.1988 4.5840
H -0.0480 -0.2932 5.3134
H -0.5841 0.2916 1.7716
H -2.8299 1.0236 1.0227
H -4.6126 -0.7914 4.4794
H -2.3738 -1.4945 5.2613
H 0.7353 1.4104 2.8642
H 2.9948 2.0009 2.0372
C -0.2375 -6.0219 2.2823
Si -0.0886 -5.0275 0.7268
H 0.0377 -1.8717 4.6036
C 1.5468 -4.5550 0.0558
C 2.3555 -3.4945 0.5297
C 3.6205 -3.2818 -0.0286
C 4.0857 -4.1149 -1.0588
C 3.2831 -5.1545 -1.5466
C 2.0185 -5.3844 -1.0001
C -1.5783 -4.3746 -0.1145
C -1.8684 -2.9895 -0.1787
C -2.9843 -2.5485 -0.8925
C -3.7868 -3.4666 -1.5879
C -3.5179 -4.8399 -1.5118
C -2.4391 -5.3053 -0.7558
H -0.3092 -7.1074 2.0838
H 0.6429 -5.8366 2.9197
H -1.1401 -5.7029 2.8299
H 1.9780 -2.8532 1.3280
H 4.2424 -2.4645 0.3415
H 5.0803 -3.9578 -1.4801
H 3.6393 -5.7952 -2.3576
H 1.3761 -6.1931 -1.3654
H -1.2115 -2.2833 0.3327
H -3.2259 -1.4838 -0.9088
H -4.6356 -3.1125 -2.1766
H -4.1549 -5.5572 -2.0363
H -2.2355 -6.3759 -0.6533

Forces on atoms 1 to 3 (eV/Å):
F 0.02 -0.14 1.03
C 1.00 0.48 -0.19
F -0.71 0.72 -0.10

Properties
Electronic energy (eV): -53585.997
Net charge: +1
HOMO level (eV): -11.870
Orbital gap (eV): 6.81

Per-atom Löwdin charges, elementary charge units: number 1, F, carries 0.1159; number 2, C, carries -0.5223; number 3, F, carries 0.1137; number 4, F, carries 0.1267; number 5, C, carries -0.1348; number 6, C, carries -0.0080; number 7, C, carries -0.0361; number 8, C, carries -0.2047; number 9, C, carries -0.0976; number 10, C, carries -0.1982; number 11, C, carries -0.0380; number 12, C, carries -0.0051; number 13, C, carries -0.1334; number 14, C, carries -0.5203; number 15, F, carries 0.1181; number 16, F, carries 0.1253; number 17, F, carries 0.1125; number 18, C, carries 0.0043; number 19, C, carries -0.0252; number 20, C, carries -0.0229; number 21, C, carries 0.0120; number 22, H, carries 0.1263; number 23, H, carries 0.1157; number 24, H, carries 0.1451; number 25, H, carries 0.1006; number 26, H, carries 0.1258; number 27, H, carries 0.1305; number 28, H, carries 0.1237; number 29, H, carries 0.1137; number 30, H, carries 0.1326; number 31, C, carries -0.1414; number 32, Si, carries 1.0467; number 33, H, carries 0.1081; number 34, C, carries -0.2853; number 35, C, carries -0.0746; number 36, C, carries -0.0483; number 37, C, carries -0.0414; number 38, C, carries -0.0592; number 39, C, carries -0.0901; number 40, C, carries -0.2849; number 41, C, carries -0.0742; number 42, C, carries -0.0498; number 43, C, carries -0.0375; number 44, C, carries -0.0585; number 45, C, carries -0.0883; number 46, H, carries 0.0620; number 47, H, carries 0.0544; number 48, H, carries 0.0562; number 49, H, carries 0.0954; number 50, H, carries 0.1122; number 51, H, carries 0.1196; number 52, H, carries 0.1185; number 53, H, carries 0.1060; number 54, H, carries 0.0981; number 55, H, carries 0.1144; number 56, H, carries 0.1207; number 57, H, carries 0.1186; number 58, H, carries 0.1065


Entry 3:
Entry from the Open Molecules 2025 dataset: one molecule with the formula C4H11N2 (ωB97M-V/def2-TZVPD).

Element x y z (Å)
C 0.3364 -1.3858 0.3148
C 1.0768 -0.1963 -0.3042
C 0.2532 1.0327 -0.6505
C -0.0926 1.9081 0.3003
N -0.5147 0.9481 -1.8583
N -0.7553 -0.9611 1.2814
H 1.1063 -1.9223 0.8612
H -0.1938 -2.0703 -0.3384
H 1.6025 -0.4951 -1.2188
H 1.8928 0.1059 0.3600
H -0.9800 2.5169 0.1859
H 0.6444 2.1158 1.0608
H 0.1025 0.7086 -2.6275
H -1.2896 0.3034 -1.7851
H -1.3042 -0.2356 0.7774
H -0.4621 -0.6032 2.2173
H -1.4226 -1.7698 1.4238

Forces on atoms 1 to 3 (eV/Å):
C 0.17 0.40 0.69
C 1.20 1.19 -0.70
C -1.43 -0.93 0.50

Properties
Multiplicity: 2
Electronic energy (eV): -7302.328
Energy above the lowest of the compared OMol25 structures with the same formula, charge and spin (kcal per mole): 56.5
Expectation value of S²: 0.751
HOMO level (alpha / beta) (eV): -3.648 / -9.491
Orbital gap (alpha / beta) (eV): 4.56 / 10.11

Per-atom Löwdin charges, elementary charge units: number 1, C, carries -0.2450; number 2, C, carries -0.1815; number 3, C, carries -0.4451; number 4, C, carries 0.0169; number 5, N, carries 0.0476; number 6, N, carries 0.0236; number 7, H, carries 0.0932; number 8, H, carries 0.0824; number 9, H, carries 0.1106; number 10, H, carries 0.1085; number 11, H, carries 0.0644; number 12, H, carries 0.0592; number 13, H, carries 0.0753; number 14, H, carries 0.0494; number 15, H, carries 0.0465; number 16, H, carries 0.0600; number 17, H, carries 0.0341


So what do the calculations give for largest force on an atom? Going down the list: 2.16, 1.24, 1.83 eV Å⁻¹.